Record 1
{"formula": "C10H8S5Se3TaTe", "method": "ωB97M-V/def2-TZVPD", "homo_ev": -11.6, "homo_lumo_gap_ev": 6.5, "lumo_ev": -5.139, "e_tot_ev": -269556.2084, "multiplicity": 1, "total_charge": 1, "elements": ["Ta", "C", "C", "C", "C", "C", "C", "C", "H", "H", "H", "H", "H", "H", "H", "H", "S", "C", "S", "C", "C", "S", "S", "S", "Se", "Se", "Te", "Se"], "coordinates": [[-1.310776, -0.626141, 1.427644], [0.266380, -1.474880, -2.698320], [1.177164, -0.954235, -1.618982], [1.724100, 0.325087, -1.682184], [2.647900, 0.757601, -0.739592], [3.028090, -0.069513, 0.309988], [2.460291, -1.331794, 0.407608], [1.550033, -1.768507, -0.547167], [-0.774024, -1.519587, -2.366472], [0.560199, -2.481736, -2.995386], [0.301507, -0.831478, -3.575281], [1.462492, 0.971111, -2.511301], [3.084824, 1.742852, -0.835127], [3.750935, 0.263516, 1.042191], [2.751046, -1.997142, 1.211680], [1.193683, -2.792678, -0.509347], [-3.129334, 5.088455, 0.393873], [-2.519482, 3.759484, 1.066898], [-3.442260, 2.666242, 2.076914], [-2.139305, 1.564681, 2.456500], [-0.921881, 1.842798, 1.895141], [0.478476, 0.800841, 1.860504], [-0.851565, 3.254642, 0.870203], [-2.546042, 0.072150, 3.243384], [-1.133168, -2.916562, 2.414088], [-1.623064, -3.010213, 0.150773], [-3.737931, -1.647905, -0.048433], [-2.308289, 0.312908, -0.699799]], "forces_ev_per_a": [[0.045, 0.164, -0.329], [0.061, 0.013, 0.033], [-0.036, -0.017, 0.053], [0.011, -0.044, -0.039], [0.033, 0.022, 0.041], [-0.107, -0.028, -0.128], [0.105, -0.067, 0.150], [-0.038, -0.035, -0.019], [0.014, 0.021, 0.003], [0.017, 0.003, -0.040], [-0.025, -0.024, -0.039], [-0.006, 0.025, -0.006], [0.005, 0.023, -0.001], [0.036, 0.008, -0.017], [0.022, -0.008, -0.012], [0.017, 0.012, 0.013], [-0.007, -0.037, -0.004], [-0.003, 0.101, -0.005], [0.094, -0.020, 0.016], [-0.297, 0.158, 0.026], [0.259, 0.167, -0.080], [0.172, -0.160, 0.180], [-0.067, -0.012, 0.024], [-0.097, -0.029, 0.474], [0.152, -0.112, 0.492], [0.277, -0.265, -0.370], [-0.501, -0.111, -0.148], [-0.137, 0.252, -0.270]]}

---

Record 2
{"formula": "C13H19DyP2", "method": "ωB97M-V/def2-TZVPD", "homo_ev": [-6.2, -4.1], "homo_lumo_gap_ev": [6.4, 4.1], "lumo_ev": [0.164, 0.032], "e_tot_ev": -56443.8582, "multiplicity": 6, "elements": ["C", "C", "C", "C", "C", "Dy", "P", "H", "H", "H", "H", "H", "H", "H", "H", "C", "P", "C", "C", "C", "C", "C", "C", "C", "H", "H", "H", "H", "H", "H", "H", "H", "H", "H", "H"], "coordinates": [[-0.542249, -0.245603, -3.972916], [-1.300437, 0.981038, -3.911995], [-0.421691, 2.056421, -3.629878], [0.911735, 1.560466, -3.614077], [0.895620, 0.137200, -3.808390], [0.238736, -0.924660, -1.481164], [-0.243223, -3.680094, -2.052999], [-0.873436, -1.246891, -4.296256], [-2.389578, 1.023848, -3.978893], [-0.714264, 3.077470, -3.362790], [1.734727, -0.525125, -4.058655], [1.819937, 2.150612, -3.450246], [0.794418, -4.349948, -2.788308], [-1.250295, -4.075455, -3.027974], [-0.462473, -4.741438, -1.098575], [1.288996, 1.183613, 0.021819], [-0.149486, 0.243315, 0.792791], [0.810202, -1.449207, 0.807607], [-0.454716, 0.712222, 2.477711], [0.628732, 0.716965, 3.384752], [0.359384, 0.818746, 4.752243], [-0.949788, 0.961808, 5.218014], [-2.006777, 1.065210, 4.297313], [-1.772228, 0.956049, 2.932890], [1.798149, 0.740901, -0.874341], [2.047405, 1.285836, 0.810577], [0.938064, 2.183007, -0.241300], [1.515398, -1.383101, 1.618671], [0.094707, -2.269062, 0.939577], [1.533183, -1.674622, -0.088531], [1.650160, 0.646340, 3.022859], [1.199702, 0.778917, 5.459968], [-1.131933, 1.000392, 6.294184], [-3.010031, 1.222230, 4.679477], [-2.586647, 1.062600, 2.226833]], "forces_ev_per_a": [[1.548, 1.282, -0.523], [0.632, -1.241, 0.803], [0.351, -0.559, 0.183], [-0.192, -0.952, 0.304], [-2.008, 0.335, -0.793], [-1.287, 0.824, -3.126], [-0.178, -1.976, -0.995], [0.022, 0.667, 0.063], [0.392, 0.104, 0.032], [0.104, -0.435, -0.380], [-0.266, 0.405, 0.225], [-0.431, -0.199, -0.078], [-0.256, 0.329, 0.437], [0.256, 0.107, 0.674], [0.028, 0.498, -0.556], [0.390, 0.505, 1.217], [0.099, -0.721, -0.720], [-0.178, 1.231, 0.936], [0.682, 0.607, 0.818], [-1.115, 0.139, 0.518], [0.485, 0.039, -0.019], [0.020, -0.038, -0.410], [0.387, -0.043, 0.462], [0.746, -0.208, 0.161], [-0.382, 0.332, 0.763], [0.103, 0.024, -0.405], [0.053, -0.097, -0.110], [0.082, -0.327, 0.523], [0.235, -0.028, 0.033], [0.214, -0.380, 0.741], [-0.120, -0.165, 0.094], [-0.473, 0.053, -0.285], [-0.036, 0.046, -0.388], [0.041, 0.015, -0.159], [0.051, -0.175, -0.039]]}

---

Record 3
{"formula": "C3H3F3O", "method": "ωB97M-V/def2-TZVPD", "homo_ev": [-8.2, -7.2], "homo_lumo_gap_ev": [8.9, 7.5], "lumo_ev": [0.763, 0.293], "e_tot_ev": -13355.2715, "multiplicity": 1, "elements": ["C", "C", "C", "O", "F", "F", "F", "H", "H", "H"], "coordinates": [[-0.047757, -0.112408, -0.315022], [0.640395, 1.569715, 1.153968], [-0.446509, -1.526687, -0.537996], [0.012537, 0.476873, 0.776370], [0.336515, 0.531132, -1.433421], [0.151322, 2.224012, 2.128603], [0.895515, 2.446191, 0.118615], [-1.155982, -2.077700, 0.197273], [0.434631, -2.116650, -0.576771], [-0.820667, -1.414479, -1.511619]], "forces_ev_per_a": [[-1.007, -1.625, -2.599], [3.998, 0.389, -2.275], [-0.552, 0.125, 2.033], [-1.131, 1.024, 2.808], [0.152, -0.155, 0.384], [-1.873, 0.801, 1.875], [-0.591, -0.459, 0.567], [1.005, 1.587, -1.212], [0.972, -0.878, -0.186], [-0.972, -0.809, -1.395]]}

---

Record 4
{"formula": "C4H7NS2", "method": "ωB97M-V/def2-TZVPD", "homo_ev": -8.5, "homo_lumo_gap_ev": 7.5, "lumo_ev": -1.029, "e_tot_ev": -27418.7831, "multiplicity": 1, "smiles": "CS/N=C(/C)C=S", "elements": ["C", "C", "C", "C", "H", "H", "H", "H", "H", "H", "H", "N", "S", "S"], "coordinates": [[1.025767, -2.818325, 1.916083], [-0.557762, 0.072490, -0.442724], [-1.999207, -0.035788, -0.794210], [0.144777, 1.452439, -0.601314], [2.029706, -3.386403, 2.216047], [0.197188, -3.373000, 1.161643], [0.494701, -2.587993, 2.828494], [-2.365184, 0.283459, -1.918554], [-2.352189, -1.117575, -0.490300], [-2.727506, 0.597937, -0.090033], [1.102010, 1.606813, 0.121659], [-0.131331, -0.889850, 0.388017], [1.328741, -1.137777, 1.158061], [-0.525045, 2.524079, -1.596316]], "forces_ev_per_a": [[-0.940, -0.989, -1.481], [1.877, -0.121, 3.319], [-3.963, -0.551, -0.644], [0.702, -1.795, 1.269], [-2.237, 1.258, -1.237], [2.765, 1.198, 2.055], [-0.125, -0.279, 0.305], [1.313, -1.039, 2.857], [0.802, 1.977, -1.138], [1.939, -0.829, -1.396], [-2.205, -0.227, -1.901], [-0.635, 1.207, -1.939], [0.032, -0.139, -0.389], [0.677, 0.331, 0.320]]}

---

Record 5
{"formula": "C6H8N2", "method": "ωB97M-V/def2-TZVPD", "homo_ev": -8.9, "homo_lumo_gap_ev": 8.8, "lumo_ev": -0.113, "e_tot_ev": -9327.0490, "multiplicity": 1, "smiles": "C=C=C=N.N=C1CC1", "elements": ["C", "C", "C", "C", "C", "C", "N", "N", "H", "H", "H", "H", "H", "H", "H", "H"], "coordinates": [[-0.128238, 1.580583, 1.522333], [1.981492, 1.371248, 0.114536], [0.788217, 1.401467, 0.657104], [-1.591950, -1.092880, -0.018126], [-0.551653, -0.779350, -1.091909], [-0.169922, -1.247100, 0.251951], [-1.242618, 1.645353, 2.027834], [0.662134, -1.649328, 1.082542], [2.875022, 1.623296, 0.674795], [2.129326, 1.075985, -0.913386], [-2.099982, -0.255996, 0.437715], [-2.205365, -1.975195, -0.119536], [-0.444089, -1.459460, -1.925103], [-0.404129, 0.257566, -1.352488], [1.636358, -1.608281, 0.779650], [-1.331753, 1.923102, 2.997462]], "forces_ev_per_a": [[-0.894, 0.035, 0.221], [-0.105, 0.045, 0.099], [1.340, 0.346, -0.249], [-0.306, 0.004, 0.446], [0.400, 0.035, -0.348], [-0.407, -0.142, -0.800], [-0.388, -0.036, 0.091], [0.397, -0.429, 0.893], [-0.012, 0.042, 0.054], [-0.023, -0.066, -0.205], [-0.025, 0.149, 0.014], [0.002, -0.167, -0.063], [-0.016, -0.147, -0.024], [-0.009, 0.098, 0.022], [-0.204, 0.162, -0.283], [0.252, 0.071, 0.134]]}

---

Record 6
{"formula": "C14H24N2O6S", "method": "ωB97M-V/def2-TZVPD", "homo_ev": -8.8, "homo_lumo_gap_ev": 9.5, "lumo_ev": 0.674, "e_tot_ev": -41009.8711, "multiplicity": 1, "smiles": "COC(=O)CCCC[C@@H]1SC[C@H](NC(=O)OC)[C@@H]1NC(=O)OC", "elements": ["C", "H", "H", "H", "O", "C", "O", "C", "C", "C", "C", "C", "C", "N", "C", "O", "O", "C", "H", "H", "H", "H", "H", "C", "N", "C", "O", "O", "C", "H", "H", "H", "H", "C", "H", "H", "S", "H", "H", "H", "H", "H", "H", "H", "H", "H", "H"], "coordinates": [[5.629032, 0.962988, 0.463267], [5.736398, 1.384135, -0.538670], [6.597739, 0.674368, 0.864415], [5.155506, 1.699180, 1.115848], [4.839815, -0.216781, 0.419758], [3.801815, -0.228264, -0.422709], [3.555818, 0.669416, -1.187000], [3.014234, -1.504906, -0.256142], [2.264143, -1.930967, -1.520620], [1.063790, -1.041155, -1.869222], [-0.288996, -1.586013, -1.395987], [-0.426419, -1.794317, 0.111360], [-0.735135, -0.530041, 0.948900], [-0.271005, 0.689730, 0.352838], [0.867048, 1.309517, 0.752203], [1.660148, 0.844754, 1.534615], [0.980020, 2.500148, 0.140857], [2.198862, 3.199967, 0.354612], [2.503768, 3.116184, 1.399513], [2.004607, 4.237149, 0.093107], [2.974289, 2.781554, -0.290332], [-0.889487, 1.192273, -0.263532], [-0.224710, -0.623025, 1.915364], [-2.257029, -0.473301, 1.204046], [-2.977268, -0.100569, 0.011603], [-3.648365, 1.070902, -0.099906], [-3.626323, 1.961057, 0.710761], [-4.325144, 1.108304, -1.269555], [-5.047778, 2.306836, -1.512419], [-5.528665, 2.175252, -2.478087], [-4.370786, 3.163111, -1.534319], [-5.793181, 2.467572, -0.731238], [-3.123250, -0.809964, -0.691566], [-2.643749, -1.873535, 1.641772], [-2.279341, -2.096337, 2.644161], [-3.714758, -2.054668, 1.589383], [-1.813213, -2.967310, 0.442979], [-2.489597, 0.280876, 1.963173], [0.467487, -2.290059, 0.488770], [-0.448877, -2.557735, -1.871905], [-1.076813, -0.916753, -1.746336], [0.998622, -0.952378, -2.955474], [1.237659, -0.041902, -1.478921], [2.972525, -1.908847, -2.350874], [1.931277, -2.964711, -1.403575], [2.327918, -1.305098, 0.569880], [3.705705, -2.284659, 0.066137]], "forces_ev_per_a": [[0.073, 0.339, -0.179], [0.043, -0.022, 0.135], [-0.063, 0.012, 0.004], [0.030, -0.032, -0.036], [0.088, -0.259, 0.233], [-0.098, -0.256, 0.055], [-0.020, 0.085, -0.139], [0.009, -0.070, -0.188], [0.031, 0.294, 0.069], [-0.068, -0.130, -0.025], [0.240, 0.046, 0.040], [-0.192, -0.376, 0.029], [0.022, -0.089, 0.274], [-0.190, 0.284, 0.023], [-0.416, 0.075, -0.312], [0.441, -0.107, 0.320], [-0.268, -0.092, -0.081], [0.379, 0.047, 0.115], [-0.016, 0.070, -0.102], [-0.013, -0.039, 0.019], [-0.054, 0.074, 0.085], [0.050, 0.023, 0.007], [-0.156, -0.015, -0.144], [0.142, 0.131, 0.304], [-0.010, -0.217, -0.292], [-0.043, -0.165, -0.275], [-0.097, 0.413, 0.215], [0.157, -0.305, 0.067], [-0.103, 0.326, 0.112], [0.021, 0.006, 0.042], [-0.080, -0.051, -0.022], [0.038, 0.010, -0.092], [-0.048, 0.052, -0.002], [0.237, -0.234, -0.052], [-0.076, 0.118, 0.029], [-0.018, 0.077, 0.053], [0.014, 0.092, -0.040], [0.087, -0.133, -0.097], [0.016, 0.123, 0.011], [-0.060, 0.038, -0.068], [-0.093, -0.062, -0.037], [0.014, 0.091, -0.004], [-0.017, 0.009, -0.153], [-0.009, -0.108, -0.009], [0.055, -0.070, -0.020], [0.060, -0.043, 0.065], [-0.038, 0.041, 0.063]]}